This record from the Open Molecules 2025 dataset describes a structure of composition C7H14AgO4 at a distorted geometry. The level of theory is the ωB97M-V functional and the def2-TZVPD basis.

Structure (ORCA input):
```
! RIJCOSX wB97M-V def2-TZVPD def2/J DEFGRID3
* xyz 0 2
C -0.49 0.65 -3.00
O -0.87 1.93 -2.60
C -0.38 -0.31 -1.81
O 0.40 0.35 -0.81
C 0.27 -0.16 0.59
C 0.88 0.93 1.44
O 0.42 2.25 1.05
C 0.75 3.27 1.97
Ag -0.18 2.32 -0.88
H 0.50 0.67 -3.51
H -1.21 0.21 -3.71
H 0.10 -1.26 -2.09
H -1.39 -0.53 -1.41
H 1.98 0.93 1.37
H 0.58 0.78 2.49
H 0.36 4.22 1.59
H 0.30 3.05 2.95
H 1.85 3.34 2.08
H -0.81 -0.27 0.80
C -0.49 -2.53 2.44
O 0.02 -2.57 1.13
C 0.95 -1.53 0.81
H -0.48 -3.55 2.85
H 0.12 -1.88 3.09
H -1.53 -2.15 2.46
H 1.69 -1.46 1.64
*
```

The value obtained for the HOMO energy (alpha / beta) is -7.013 / -6.988 eV. Its expectation value of S² is 0.753. Its calculated total energy is -19668.3940 eV. As for the HOMO-LUMO gap (alpha / beta): 7.44 / 5.93 eV.